Entry 1:
C19H16N2O5 in the gas phase. Source: the OMol25 dataset; level of theory: ωB97M-V/def2-TZVPD.

Last column: Löwdin charge in e.
Geometry (Å):
C: -3.913 2.420 0.076  -0.08
C: -2.411 2.665 0.331  -0.16
C: -1.535 1.510 -0.149  -0.24
N: -1.247 0.666 0.779  0.19
C: -0.440 -0.425 0.522  -0.18
O: -0.145 -1.149 1.650  0.12
C: 0.647 -2.244 1.519  -0.19
C: 0.990 -2.934 2.674  0.07
C: 1.740 -4.143 2.593  -0.23
O: 2.094 -4.955 3.661  -0.08
C: 1.676 -4.474 4.924  -0.09
C: 2.209 -4.573 1.347  0.01
C: 1.916 -3.866 0.168  0.03
C: 1.155 -2.686 0.275  -0.06
C: 0.848 -1.879 -0.956  -0.27
O: 1.477 -2.072 -2.011  0.08
C: 0.014 -0.700 -0.737  0.01
C: -0.437 0.150 -1.796  -0.34
O: -0.142 -0.035 -2.988  0.08
N: -1.188 1.271 -1.485  0.08
C: -1.397 2.345 -2.474  -0.04
C: -0.123 3.153 -2.595  -0.26
C: 0.551 3.412 -3.756  0.00
C: 1.623 4.361 -3.388  -0.05
C: 1.525 4.533 -2.042  -0.11
O: 0.448 3.816 -1.540  0.02
H: -4.047 2.366 -1.010  0.07
H: -4.260 1.491 0.530  0.08
H: -4.463 3.249 0.496  0.07
H: -2.260 2.762 1.445  0.14
H: -2.179 3.567 -0.193  0.09
H: 0.613 -2.607 3.635  0.11
H: 1.909 -5.231 5.677  0.09
H: 2.213 -3.558 5.140  0.09
H: 0.569 -4.303 4.951  0.10
H: 2.780 -5.476 1.357  0.11
H: 2.242 -4.229 -0.798  0.12
H: -2.234 2.990 -2.203  0.12
H: -1.713 1.912 -3.430  0.14
H: 0.326 2.991 -4.738  0.12
H: 2.398 4.772 -4.066  0.11
H: 2.170 5.139 -1.396  0.12

Summary:
total charge: 0
highest occupied orbital energy: -8.75 eV
energy relative to the best compared isomer or geometry (same formula, charge and spin): 3.0714 eV
E_LUMO: 0.0 eV
multiplicity: 1
calculated total energy: -1219.31875 a.u.

Entry 2:
A molecular structure, C28H26BrN7NaO4. Source: the OMol25 dataset; level of theory: ωB97M-V/def2-TZVPD.

Last column: Löwdin charge in e.
Geometry (Å):
Na: -0.307 0.258 -2.198  0.43
C: -6.784 0.441 -0.338  -0.05
O: -6.961 -0.935 -0.007  -0.08
C: -5.983 -1.545 0.697  -0.30
C: -4.831 -0.913 1.162  0.00
C: -3.877 -1.632 1.870  -0.01
C: -4.062 -2.985 2.142  -0.28
C: -5.238 -3.595 1.705  -0.04
C: -6.176 -2.899 0.973  -0.02
N: -3.245 -3.820 2.986  0.05
N: -2.009 -3.734 3.069  0.05
C: -1.268 -2.849 2.219  -0.29
C: -0.484 -1.885 2.802  -0.06
C: 0.162 -0.901 2.049  -0.03
C: 0.066 -0.856 0.651  -0.38
O: 0.573 0.070 -0.068  -0.15
C: -0.628 -1.981 0.031  -0.13
N: -0.591 -2.038 -1.328  0.10
C: -1.158 -3.048 -1.938  -0.15
C: -1.820 -4.086 -1.254  -0.07
C: -1.900 -4.030 0.107  -0.01
C: -1.289 -2.963 0.804  -0.12
H: -7.619 0.700 -0.983  0.10
H: -5.854 0.626 -0.874  0.07
H: -6.816 1.059 0.564  0.10
H: -4.650 0.132 0.956  0.12
H: -2.991 -1.112 2.208  0.11
H: -5.399 -4.636 1.958  0.11
H: -7.078 -3.377 0.612  0.12
H: -0.428 -1.859 3.885  0.11
H: 0.720 -0.115 2.543  0.10
H: -1.123 -3.045 -3.023  0.11
H: -2.268 -4.899 -1.810  0.10
H: -2.415 -4.806 0.660  0.11
Br: -5.926 1.165 -4.832  0.75
C: -5.491 -0.344 -3.760  -0.62
C: -6.287 -1.472 -3.896  -0.14
C: -6.011 -2.600 -3.139  -0.09
C: -4.928 -2.598 -2.274  -0.09
C: -4.128 -1.472 -2.174  -0.03
C: -4.403 -0.315 -2.899  -0.17
C: -3.557 0.931 -2.608  -0.68
O: -4.186 1.922 -2.228  -0.02
O: -2.313 0.778 -2.725  -0.08
H: -7.120 -1.460 -4.587  0.09
H: -6.647 -3.472 -3.227  0.10
H: -4.707 -3.469 -1.669  0.10
H: -3.280 -1.455 -1.500  0.11
C: 3.929 1.470 0.909  -0.07
C: 5.090 1.627 -0.070  -0.41
C: 5.091 3.005 -0.721  -0.08
C: 5.115 0.512 -1.118  -0.12
N: 4.005 0.577 -2.055  -0.11
C: 2.721 0.272 -1.883  -0.13
N: 2.075 0.575 -2.990  0.03
N: 3.001 1.070 -3.840  -0.03
N: 4.158 1.081 -3.295  0.04
H: 4.005 2.211 1.705  0.08
H: 3.920 0.481 1.371  0.08
H: 2.961 1.610 0.424  0.07
H: 6.025 1.506 0.488  0.13
H: 4.169 3.172 -1.282  0.08
H: 5.927 3.123 -1.413  0.08
H: 5.161 3.783 0.040  0.08
H: 5.081 -0.465 -0.632  0.13
H: 6.017 0.568 -1.725  0.12
H: 2.233 -0.100 -0.986  0.10

Summary:
total charge: -1
highest occupied orbital energy: -4.46 eV
energy relative to the best compared isomer or geometry (same formula, charge and spin): 0.3210 eV
E_LUMO: 2.0 eV
multiplicity: 1
calculated total energy: -4503.26985 a.u.

Entry 3:
A molecular structure, C3H7AlCl2NO. Source: the OMol25 dataset; level of theory: ωB97M-V/def2-TZVPD.

Last column: Löwdin charge in e.
Geometry (Å):
C: 2.887 0.115 -0.111  -0.17
C: 1.306 0.542 0.206  -0.66
Cl: 0.976 1.818 1.561  0.42
C: 0.143 -0.070 -0.548  -0.59
Cl: 0.415 -1.319 -1.927  0.38
Al: -1.802 0.489 -0.028  0.08
N: -2.322 -0.799 1.359  -0.16
O: -3.015 0.389 -1.464  -0.33
H: 3.509 0.988 -0.582  0.07
H: 2.972 -0.856 -0.776  0.05
H: 3.331 -0.191 0.954  0.07
H: -1.702 1.951 0.623  -0.09
H: -2.366 -1.713 0.816  -0.03
H: -1.434 -0.906 1.936  -0.03
H: -2.898 -0.438 -2.018  0.00

Summary:
total charge: -1
highest occupied orbital energy: -4.78 eV
energy relative to the best compared isomer or geometry (same formula, charge and spin): 2.1788 eV
E_LUMO: 3.2 eV
multiplicity: 1
calculated total energy: -1411.37123 a.u.

Gap between HOMO and LUMO across the listed records, respectively: 8.734; 6.502; 8.001 eV.